(1)
A 7-piece molecular cluster, C33H67BO20 overall at a distorted geometry. Source: OMol25; level of theory: wB97M-V/def2-TZVPD.

Geometry (Å):
C 5.46737 -0.28689 2.43562
C 6.32724 -0.54421 1.09612
B 7.67126 0.36136 0.98282
C 7.70111 1.91505 0.42813
C 7.02529 2.90753 1.49836
C 6.09278 4.05978 0.83321
C 4.74193 4.10356 1.75182
C 3.72467 3.06460 1.07745
O 2.80736 2.43099 2.01473
C 2.23987 1.23925 1.47140
C 2.10745 0.94190 -0.10030
O 1.76801 0.36278 2.24680
H 4.70834 -1.09938 2.67720
H 6.20702 -0.06384 3.27819
H 4.86611 0.68422 2.25945
H 6.67570 -1.64424 1.12453
H 5.68635 -0.37150 0.15966
H 8.69940 -0.16765 1.29000
H 7.23116 1.95015 -0.61601
H 8.82000 2.16785 0.32696
H 6.39044 2.31379 2.23618
H 7.85017 3.47560 2.07305
H 6.60111 5.08526 0.94464
H 5.78991 3.82407 -0.24552
H 5.01064 3.84780 2.83962
H 4.33053 5.18062 1.78840
H 3.09670 3.63270 0.31078
H 4.38085 2.24012 0.60000
H 1.12404 0.39615 -0.34535
H 2.13012 1.89098 -0.74126
H 2.94258 0.19885 -0.39194
C -1.12876 -3.24664 -4.47982
C -0.39583 -2.49564 -3.38460
O 0.83564 -1.94914 -3.87679
C 0.72272 -0.80734 -4.57357
O -0.30282 -0.21499 -4.80505
O 1.94950 -0.45093 -4.99087
C 1.96274 0.71359 -5.81554
H -0.47546 -3.99438 -4.93655
H -2.01426 -3.74480 -4.07971
H -1.44442 -2.57070 -5.27826
H -0.13281 -3.18794 -2.58118
H -1.02066 -1.71401 -2.94379
H 1.44468 1.54629 -5.33573
H 1.51302 0.48843 -6.78526
H 3.00319 1.00049 -5.97320
C -0.76576 -4.38030 -11.42114
C -1.35716 -3.31132 -10.52226
O -0.85245 -3.43182 -9.18660
C 0.37044 -2.91538 -8.98279
O 1.05613 -2.36421 -9.80911
O 0.70836 -3.13976 -7.70198
C 2.02616 -2.70619 -7.36795
H -0.91763 -5.37266 -10.98897
H -1.22522 -4.34957 -12.41125
H 0.31239 -4.24551 -11.53689
H -2.44002 -3.44463 -10.46162
H -1.17826 -2.30785 -10.91758
H 2.18404 -1.66285 -7.64777
H 2.76381 -3.35019 -7.85199
H 2.14526 -2.79369 -6.28744
C 14.16489 -2.85863 3.34357
C 13.26046 -1.75344 2.83262
O 11.89443 -2.18455 2.80474
C 11.25461 -2.15156 3.98527
O 11.72225 -1.78904 5.03720
O 10.00837 -2.61582 3.79586
C 9.23852 -2.70737 4.99328
H 14.01222 -3.77607 2.76945
H 15.21378 -2.56381 3.27046
H 13.94539 -3.09641 4.38724
H 13.53259 -1.50672 1.80345
H 13.36875 -0.83902 3.42201
H 9.23578 -1.76079 5.53743
H 9.62423 -3.51200 5.62320
H 8.21173 -2.94662 4.71373
C -3.47060 1.29152 -2.15909
C -3.82116 0.22686 -3.18086
O -4.54257 -0.84951 -2.56723
C -5.85093 -0.62562 -2.36284
O -6.45447 0.37776 -2.65480
O -6.36765 -1.70638 -1.75389
C -7.74474 -1.56983 -1.40699
H -2.94742 0.84904 -1.30722
H -2.83684 2.06067 -2.60528
H -4.37004 1.77124 -1.76530
H -2.90230 -0.20229 -3.58873
H -4.38213 0.64376 -4.02143
H -8.34436 -1.27014 -2.26873
H -7.85361 -0.84906 -0.59346
H -8.10312 -2.54002 -1.06085
C -6.31581 -1.52503 3.62506
C -7.21428 -0.42202 3.09915
O -8.58359 -0.84699 3.08116
C -9.22058 -0.79291 4.26133
O -8.74860 -0.41638 5.30775
O -10.46924 -1.25330 4.08189
C -11.23712 -1.32223 5.28255
H -6.47558 -2.45019 3.06538
H -5.26534 -1.23808 3.54532
H -6.53460 -1.74556 4.67273
H -6.94195 -0.19322 2.06589
H -7.09853 0.50073 3.67410
H -11.23382 -0.36727 5.81193
H -10.85401 -2.11888 5.92412
H -12.26561 -1.56046 5.00907
C -10.37444 6.49536 5.03379
C -9.46692 6.49475 6.24913
O -9.51540 5.23056 6.92085
C -8.76890 4.25635 6.37270
O -8.07254 4.36174 5.39189
O -8.95074 3.13836 7.09244
C -8.26891 1.99646 6.56913
H -11.38705 6.19081 5.31047
H -10.41295 7.48844 4.58123
H -10.02386 5.78618 4.28005
H -9.81568 7.24369 6.96444
H -8.43890 6.75661 5.98474
H -7.20825 2.20507 6.41197
H -8.73879 1.67800 5.64079
H -8.35618 1.18962 7.29663

Summary:
Charge: 0
Energy: -2827.21166 hartree
Orbital gap: 10.54 eV
Highest occupied orbital energy: -10.23 eV
F_max: 4.95 eV/Å

---

(2)
C14H32N6O7Zn as an isolated structure at a distorted geometry. Source: OMol25; level of theory: wB97M-V/def2-TZVPD.

Geometry (Å):
O 2.03533 -0.15556 -4.00389
H 1.09552 0.22411 -4.19480
Zn -0.77210 -0.23176 -1.69068
N -0.10440 2.02213 -0.03482
N 1.70636 0.59280 -1.25942
N -1.41090 -1.03501 0.20186
N 0.27725 -1.89629 -1.51382
O -0.99092 2.53819 0.65894
O -2.07499 -0.52030 1.25443
O 1.47214 -2.34560 -1.90079
O 2.66166 -0.14629 -1.59071
C 2.10657 1.77568 -0.69161
C 1.15632 2.51126 0.03700
C -1.44239 -2.35180 0.02666
C -0.48522 -2.84330 -0.91023
C 1.54802 3.63467 0.89366
H 1.95310 3.30650 1.85159
H 0.69243 4.26100 1.10545
H 2.31929 4.21517 0.40047
C 3.53928 2.06781 -0.75617
H 3.83089 2.14972 -1.79831
H 4.16920 1.29253 -0.32002
H 3.79578 2.97852 -0.24078
C -2.23375 -3.28973 0.83689
C -0.23410 -4.28539 -1.11336
H -2.86962 -2.74809 1.53306
H -1.55143 -3.91900 1.41302
H -2.84576 -3.91044 0.17944
H 0.52232 -4.43306 -1.88757
H -1.18903 -4.75033 -1.40794
H 0.11906 -4.79238 -0.20022
H -1.27684 -0.09166 1.76226
H 1.99383 -1.47533 -1.99593
C -2.35946 0.77750 -1.80260
H -2.38362 1.87289 -1.78384
H -3.19305 0.20012 -1.37180
H -2.19430 0.36811 -2.88405
O -3.91702 2.56693 1.30189
H -4.26440 1.72940 0.94334
H -2.96208 2.50803 1.03046
C -1.53474 1.54395 4.27283
N -0.44151 0.66358 4.64804
C -0.16935 0.52414 6.06325
C 0.27732 0.14564 3.62096
O -0.03420 0.44414 2.42922
N 1.34326 -0.68041 3.76365
C 1.88325 -1.23521 4.99092
C 1.94309 -1.11902 2.52274
H -1.97156 1.94310 5.18978
H -2.30863 1.00590 3.70455
H -1.18680 2.37403 3.64052
H -0.29461 -0.50763 6.40036
H 0.83140 0.87884 6.32260
H -0.89480 1.14176 6.58715
H 2.68103 -1.93005 4.70498
H 2.32647 -0.46186 5.64163
H 1.12387 -1.79940 5.55830
H 1.22627 -1.68919 1.91774
H 2.28059 -0.26703 1.92173
H 2.79428 -1.75634 2.76288

Summary:
Charge: 0
Energy: -3186.74358 hartree
Orbital gap (alpha / beta): 4.66 / 4.65 eV
Highest occupied orbital energy (alpha / beta): -6.78 / -6.77 eV
F_max: 4.24 eV/Å

---

(3)
A 2-piece molecular cluster, C5H9N2 overall at a distorted geometry. Source: OMol25; level of theory: wB97M-V/def2-TZVPD.

Geometry (Å):
C -2.31972 1.22483 -0.63431
C -1.29489 1.85809 1.39500
C 2.06008 -1.43576 0.36327
C 1.42832 -2.12415 -0.86803
C -1.15545 0.86755 0.33169
N -1.35356 2.24085 -0.00784
N 1.25365 -0.79345 -0.58722
H -2.16014 1.11799 -1.63118
H -3.31200 1.28259 -0.37544
H -2.16907 1.64352 2.02998
H -0.38028 2.19044 1.94368
H 1.91968 -1.80850 1.39161
H 3.14615 -1.14532 0.38533
H 2.18512 -2.19964 -1.69458
H 0.58245 -2.78549 -0.73013
H 1.56968 -0.13355 -1.31182

Summary:
Charge: +1
Energy: -304.87348 hartree
Orbital gap (alpha / beta): 6.64 / 5.42 eV
Highest occupied orbital energy (alpha / beta): -13.47 / -12.76 eV
F_max: 5.38 eV/Å

---

(4)
A 3-piece molecular cluster, C3H12N2O overall at a distorted geometry. Source: OMol25; level of theory: wB97M-V/def2-TZVPD.

Geometry (Å):
C -0.26435 0.02059 2.98340
C -0.04501 1.33543 3.17804
N -3.99358 -1.03209 -0.73366
H -0.20910 -0.12705 1.96803
H 0.47819 -0.11872 -2.54475
H -0.20851 -0.81656 3.78664
H 0.03463 2.09274 2.38473
H -0.04625 1.56945 4.21940
H -4.08809 -0.06818 -0.47954
H -4.24550 -1.64127 0.08394
H -4.65139 -1.26922 -1.57907
N 2.91600 0.77509 -1.82941
C 2.18986 -0.47566 -1.76817
O 1.18425 -0.69068 -2.82943
H 3.81519 0.93666 -2.27586
H 2.25158 1.59665 -1.92815
H 2.98765 -1.19190 -1.83768
H 1.89443 -0.89527 -0.79847

Summary:
Charge: 0
Energy: -306.14412 hartree
Orbital gap: 10.07 eV
Highest occupied orbital energy: -9.33 eV
F_max: 3.42 eV/Å

---

(5)
A 2-piece molecular cluster, C9H12N2O3 overall at a distorted geometry. Source: OMol25; level of theory: wB97M-V/def2-TZVPD.

Geometry (Å):
C -0.92331 1.01329 0.48070
C 1.88673 -0.92523 1.10115
C -2.86011 -0.43339 1.20498
C 1.23970 -0.51128 2.15151
C -2.82954 -1.40601 -1.68390
C -0.85539 0.14382 -2.16190
C 3.37686 1.66645 0.64739
C -1.78567 -0.48560 -1.12956
C -1.84458 0.00290 0.15682
N -0.23477 1.84565 0.90179
N 3.21625 -0.73313 0.77133
O -3.99631 -0.66162 1.00675
O 0.52969 -0.37004 3.05963
O 3.19900 0.44052 -0.03889
H 1.31987 -1.04607 0.18358
H -2.47924 -0.34962 2.21696
H -3.47443 -1.87034 -0.95296
H -2.36188 -2.09142 -2.36654
H -3.49127 -0.67031 -2.28363
H 0.14875 -0.41559 -2.22909
H -1.43641 -0.01280 -3.00493
H -0.65921 1.21365 -1.88834
H 4.41415 1.72496 1.21346
H 2.51243 2.03267 1.21881
H 3.64010 2.41955 -0.25931
H 3.74857 -0.52102 1.68421

Summary:
Charge: 0
Energy: -685.17006 hartree
Orbital gap: 8.55 eV
Highest occupied orbital energy: -8.77 eV
F_max: 3.89 eV/Å